Entry 1:
Density functional theory data (ωB97M-V with the def2-TZVPD basis set) for a molecular structure, C28H38F9I3N6O3P2S2Ta at a distorted geometry.

**Frontier orbital gap**: 4.2 eV
**LUMO**: -0.8954 eV
**Charge**: -1

Atoms and positions in Å:
N (4.7258, -3.2463, 3.6725)
C (4.7472, -2.4030, 2.6600)
O (4.8509, -1.8594, 1.3003)
Ta (2.9483, -1.4279, 0.4109)
S (3.8814, -2.5111, -1.7611)
C (2.0413, -3.5153, 1.0487)
C (1.8927, -4.5054, -0.2922)
C (0.7812, -5.6934, 0.0965)
I (-0.1688, -6.3442, -1.8141)
C (1.0875, -0.8375, -0.8099)
C (-0.2468, -0.3709, -0.0139)
C (-1.4560, -1.5286, 0.0646)
F (-0.8004, -2.8501, -0.1212)
F (-2.3139, -1.3151, -1.1233)
C (-2.2027, -1.5297, 1.5063)
F (-2.3536, -0.1637, 2.1363)
F (-1.2915, -2.2743, 2.4551)
S (-3.8685, -2.3360, 1.6246)
F (-4.6584, -1.2026, 0.6148)
F (-4.1731, -1.3487, 3.0365)
F (-3.1869, -3.5012, 2.7372)
F (-3.5966, -3.4707, 0.3841)
F (-5.3946, -3.0773, 1.8818)
P (4.0038, 0.8791, -0.3195)
O (4.3605, 0.7684, -2.0236)
I (6.1250, 1.2854, 0.8597)
P (2.2264, -0.2672, 2.5864)
O (3.6495, 0.5624, 3.2526)
I (1.5472, -1.8595, 4.3598)
H (2.8687, -2.5351, -2.7355)
H (2.7322, -4.1050, 1.7845)
H (0.9990, -3.3846, 1.6154)
H (1.4342, -3.9487, -1.2181)
H (2.9347, -5.0246, -0.5357)
H (1.2797, -6.5899, 0.6589)
H (-0.1064, -5.2334, 0.7296)
H (0.9193, -1.7100, -1.6095)
H (1.4058, 0.0915, -1.4931)
H (-0.7410, 0.4850, -0.6901)
H (-0.0914, 0.1484, 1.0211)
H (3.5096, 0.8997, -2.5371)
H (3.7235, 0.2155, 4.1904)
N (1.1342, 2.4293, -4.2232)
C (1.3159, 2.9608, -2.9730)
C (1.0726, 4.3142, -3.0464)
C (0.7262, 4.6082, -4.3868)
C (0.7693, 3.4256, -5.0908)
H (1.2503, 1.4543, -4.4672)
H (1.6036, 2.3324, -2.1407)
H (1.1364, 5.0138, -2.2231)
H (0.4720, 5.5781, -4.7945)
H (0.5734, 3.2087, -6.1324)
N (-6.3483, -3.2128, -1.4075)
C (-7.2344, -2.1671, -1.4014)
C (-8.3754, -2.5722, -2.0574)
C (-8.1725, -3.9113, -2.4684)
C (-6.9138, -4.2825, -2.0514)
H (-5.4225, -3.1978, -0.9999)
H (-6.9772, -1.2263, -0.9335)
H (-9.2589, -1.9689, -2.2210)
H (-8.8699, -4.5377, -3.0096)
H (-6.3731, -5.2133, -2.1587)
N (6.7332, -0.4156, 6.6354)
C (6.2956, -1.6709, 6.3018)
C (6.4713, -2.4877, 7.3964)
C (7.0289, -1.6957, 8.4284)
C (7.1773, -0.4199, 7.9321)
H (6.7282, 0.3884, 6.0213)
H (5.8993, -1.8753, 5.3162)
H (6.2234, -3.5400, 7.4466)
H (7.2931, -2.0208, 9.4264)
H (7.5610, 0.4825, 8.3891)
N (-8.4495, 1.3492, -1.7642)
C (-9.4871, 2.1248, -2.2116)
C (-9.2619, 3.4181, -1.7956)
C (-8.0425, 3.4236, -1.0771)
C (-7.5610, 2.1336, -1.0758)
H (-8.3538, 0.3539, -1.9186)
H (-10.2955, 1.6910, -2.7847)
H (-9.9057, 4.2661, -1.9898)
H (-7.5665, 4.2769, -0.6114)
H (-6.6652, 1.7077, -0.6440)
N (5.8333, 6.8867, -2.3004)
C (5.4122, 8.1835, -2.4407)
C (4.1249, 8.1625, -2.9292)
C (3.7545, 6.8052, -3.0834)
C (4.8271, 6.0392, -2.6850)
H (6.7436, 6.6000, -1.9647)
H (6.0634, 9.0080, -2.1830)
H (3.5178, 9.0309, -3.1494)
H (2.8071, 6.4273, -3.4454)
H (4.9606, 4.9664, -2.6437)

Atoms 1-3, force components in eV/Å:
N 0.3 7.7 -8.5
C 0.4 -5.8 2.4
O -1.5 -1.9 5.4

***

Entry 2:
Density functional theory data (ωB97M-V with the def2-TZVPD basis set) for a single C6H4O2 molecule at a distorted geometry.

**Frontier orbital gap**: 8.8 eV
**SMILES**: C=C1C(=O)C=CC1=O
**LUMO**: -0.8577 eV
**ΔE to the lowest compared entry with this formula, charge and spin**: 2.497 eV

Atoms and positions in Å:
C (-0.4361, 2.1737, 0.1617)
C (-0.1398, 0.7969, -0.1219)
C (-1.1890, -0.3872, 0.0359)
O (-2.3935, -0.2602, -0.2234)
C (-0.3147, -1.6638, 0.2310)
C (1.0245, -1.3926, 0.0086)
C (1.2344, 0.0021, -0.0464)
O (2.2732, 0.5412, -0.1196)
H (-1.5992, 2.4723, 0.2353)
H (0.1679, 3.1060, 0.5121)
H (-0.5674, -2.8674, 0.5011)
H (1.8853, -2.1331, -0.1187)

Atoms 1-3, force components in eV/Å:
C -1.7 -2.1 0.3
C -0.5 1.4 2.7
C -1.2 1.7 -2.0

***

Entry 3:
Density functional theory data (ωB97M-V with the def2-TZVPD basis set) for a single CH5NO2Si molecule at a distorted geometry.

**Frontier orbital gap**: 11.4 eV
**SMILES**: O=[N+]([O-])C[SiH3]
**LUMO**: 0.5471 eV
**ΔE to the lowest compared entry with this formula, charge and spin**: 2.281 eV

Atoms and positions in Å:
O (-1.6070, -1.3133, -0.4310)
N (-1.4326, -0.1551, -0.1015)
O (-2.0896, 0.3983, 0.6922)
C (-0.1317, 0.4190, -0.6394)
Si (1.1767, -0.1336, 0.6292)
H (-0.0710, -0.1643, -1.5891)
H (-0.3211, 1.5236, -0.9718)
H (0.4918, -0.4567, 1.7904)
H (2.0982, -1.2443, -0.0738)
H (1.8862, 1.1265, 0.6947)

Atoms 1-3, force components in eV/Å:
O -0.3 -0.7 -0.4
N 2.1 -1.7 -1.5
O -1.7 2.3 1.9

***

Entry 4:
Density functional theory data (ωB97M-V with the def2-TZVPD basis set) for 6 unconnected molecules or ions with the total composition C27H42N6O10 at a distorted geometry.

**Frontier orbital gap**: 3.8 eV
**LUMO**: -4.2008 eV
**ΔE to the lowest compared entry with this formula, charge and spin**: 1.545 eV

Atoms and positions in Å:
C (1.3685, -0.3381, -3.3098)
C (0.4500, -0.7217, -4.5372)
C (-0.9049, -0.0287, -4.4392)
C (-0.9495, 1.4624, -4.9493)
C (-0.3822, 1.5037, -6.3604)
C (1.0211, 0.8290, -6.7255)
N (1.0915, -0.4447, -5.9239)
O (1.7691, -1.4052, -6.3317)
C (2.3143, 1.5857, -6.3224)
C (1.1855, 0.4903, -8.2494)
C (0.0544, -2.2403, -4.4325)
H (1.0310, -1.0177, -2.6103)
H (1.3624, 0.7634, -3.2288)
H (2.4920, -0.7385, -3.5357)
H (-1.2671, -0.1190, -3.4907)
H (-1.6660, -0.5445, -4.9725)
H (-0.2566, 1.9859, -4.2418)
H (-1.9128, 1.9444, -4.9975)
H (-0.4503, 2.5925, -6.6137)
H (-1.1529, 1.0079, -6.9739)
H (3.1437, 0.9903, -6.7094)
H (2.4085, 1.9560, -5.4469)
H (2.2750, 2.5472, -7.1006)
H (0.4583, -0.2751, -8.4074)
H (2.1549, 0.1819, -8.5007)
H (0.8930, 1.3675, -8.6717)
H (0.8223, -2.8681, -4.4289)
H (-0.4882, -2.5837, -5.3484)
H (-0.7556, -2.5142, -3.6258)
N (-0.5823, -1.2968, -0.0765)
O (-0.7773, -0.4153, -0.8310)
O (-1.0998, -1.3058, 1.1224)
O (0.4166, -2.0122, -0.1750)
C (1.9651, -3.7526, 2.6272)
C (2.8184, -5.1029, 2.5620)
C (3.3608, -5.5418, 3.9444)
C (3.0358, -4.7629, 5.1214)
C (2.2697, -3.4863, 5.1884)
C (1.7334, -2.9962, 3.8006)
N (3.4856, -5.2940, 6.4634)
O (2.7160, -5.1319, 7.4575)
O (4.5698, -6.0627, 6.5054)
H (1.4032, -3.5041, 1.6470)
H (3.1193, -5.5956, 1.7666)
H (3.8725, -6.6037, 4.1923)
H (2.0986, -2.8148, 6.1283)
H (1.1173, -2.0776, 3.7606)
C (-3.8782, -1.0214, 4.0742)
C (-3.1998, 0.3446, 3.7073)
C (-3.5788, 1.3969, 4.7324)
C (-4.2866, 1.0594, 6.0234)
C (-4.9516, -0.3120, 6.2383)
C (-4.6820, -1.3308, 5.2445)
N (-4.4032, 2.0704, 7.0867)
O (-3.8521, 3.1625, 6.9570)
O (-5.0933, 1.8708, 7.9937)
H (-3.6295, -1.7916, 3.4291)
H (-2.5469, 0.6652, 2.8503)
H (-3.0866, 2.5084, 4.4507)
H (-5.2874, -0.3242, 7.2564)
H (-4.9721, -2.3695, 5.3609)
C (3.4842, 1.0254, 3.8751)
O (3.2790, -0.1083, 4.5798)
N (2.9523, 1.1952, 2.6811)
C (3.2315, 2.5322, 2.0320)
C (2.2038, 0.1203, 1.8471)
H (4.0557, 1.7333, 4.3148)
H (2.5159, 3.0739, 1.3847)
H (4.2200, 2.6665, 1.5429)
H (3.4028, 3.3681, 2.6749)
H (2.0378, 0.2947, 0.9142)
H (1.2347, -0.0803, 2.4244)
H (2.6783, -0.8270, 2.0040)
C (-2.6117, 2.4049, -1.7261)
O (-3.2179, 2.8084, -2.7054)
N (-2.4764, 3.3167, -0.6979)
C (-1.7643, 3.0189, 0.5643)
C (-3.0580, 4.6541, -0.7802)
H (-2.1226, 1.5783, -1.4337)
H (-2.0271, 2.0645, 1.1592)
H (-1.7598, 3.6509, 1.2034)
H (-0.5977, 2.8577, 0.2993)
H (-2.6686, 5.1033, -1.3979)
H (-3.0395, 5.3798, 0.0096)
H (-4.1366, 4.6283, -0.8936)

Atoms 1-3, force components in eV/Å:
C 3.4 0.2 -4.5
C -1.6 -0.8 0.8
C 0.0 2.5 -2.8

***

- Which of these has the highest frontier orbital gap?
  CH5NO2Si

***

- Number 4 is which compound?
  C27H42N6O10

***

- The lowest frontier orbital gap belongs to which entry?
  C27H42N6O10

***

- The lowest LUMO belongs to which entry?
  C27H42N6O10